Model a:
Molecular formula: C4H7PS
Method: DFT, the ωB97M-V functional and the def2-TZVPD basis

ORCA input file:
```
! RIJCOSX wB97M-V def2-TZVPD def2/J DEFGRID3
* xyz 0 1
C 0.9553 0.3786 0.3029
C 0.2080 -0.4652 -0.3779
C 0.4865 1.7858 0.7207
C 0.1796 -1.8212 -0.8289
P -2.2396 0.5094 -0.8468
S -3.2225 -0.0128 0.7225
H 1.8318 0.0376 0.8389
H 1.0044 2.6108 0.1238
H -0.6003 1.8326 0.4880
H 0.9466 2.0618 1.6484
H 1.0921 -2.1748 -1.2401
H -0.0929 -2.6309 -0.0238
H -0.5490 -2.1117 -1.5278
*
```

frontier orbital gap (alpha / beta): 6.14 / 6.14 eV

---

Model b:
Molecular formula: C4H7PS
Method: DFT, the ωB97M-V functional and the def2-TZVPD basis

ORCA input file:
```
! RIJCOSX wB97M-V def2-TZVPD def2/J DEFGRID3
* xyz 0 1
C -1.2015 -0.4781 0.0227
C -0.1159 -0.4034 1.1467
C -0.5491 -0.6262 -1.2778
C 1.5610 0.9280 -0.7886
P 1.0819 1.0185 0.9390
S 0.2329 0.8715 -1.9151
H -1.8126 -1.3581 0.2481
H -1.8232 0.4199 0.0534
H -0.5944 -0.2987 2.1258
H 0.4694 -1.3297 1.1604
H 0.1392 -1.4657 -1.3529
H 2.5727 0.7759 -1.1184
H 0.0397 1.9462 0.7568
*
```

frontier orbital gap (alpha / beta): 7.72 / 7.48 eV

---

Model c:
Molecular formula: C4H7PS
Method: DFT, the ωB97M-V functional and the def2-TZVPD basis

ORCA input file:
```
! RIJCOSX wB97M-V def2-TZVPD def2/J DEFGRID3
* xyz 0 1
C -1.3933 1.2843 0.9967
C -0.7655 0.1755 -0.2101
C -0.6063 -1.2663 0.1984
C 0.2839 0.7680 -1.0121
P -2.4537 1.0131 -0.2711
S 1.5620 1.7148 0.0120
H -0.9965 1.6165 1.9584
H -1.5971 -1.7763 0.1540
H -0.0117 -1.4000 1.0864
H 0.0230 -1.7644 -0.7177
H -0.2166 1.4980 -1.6929
H 0.8297 0.0306 -1.6251
H 0.8387 2.8373 0.3127
*
```

frontier orbital gap: 8.51 eV

---

Stability comparison, relative energies in eV: model a 0.282; model b 0.212; model c 0.000